The following is a quantum chemistry calculation of C17H24N4OSiZn as an isolated structure, from the Open Molecules 2025 dataset.

Net charge: -2
ΔE to the lowest compared entry with this formula, charge and spin (eV): 0.000
E_tot (hartree): -3025.3061
Spin multiplicity: 1

Element x y z (Å)
Zn: -0.92218 0.96994 -0.33541
Si: 0.76727 -1.90208 -1.75593
O: -2.73047 1.46321 -0.95523
N: 2.37052 1.95112 6.77328
N: -5.43290 -0.73315 -1.34951
N: 0.55734 -0.27892 -1.42398
N: -4.03004 -1.05116 -1.47396
C: -0.73101 0.41159 2.58361
C: 1.03263 -2.94195 -0.19018
C: 1.42624 3.20259 -0.95781
C: 2.21341 -2.40511 -2.88945
C: 2.59540 0.96939 -2.13259
C: 0.92470 1.24645 4.75790
C: 1.22944 0.09267 4.01367
C: -0.20494 1.99233 4.37794
C: 1.34320 0.85123 -1.50334
C: 1.72202 1.63946 5.86740
C: 3.24002 2.20662 -2.17755
C: -1.56271 -0.00582 1.51684
C: 2.66976 3.33128 -1.60520
C: -0.99656 1.59554 3.33228
C: 0.43768 -0.30699 2.96919
C: 0.75957 1.99584 -0.87712
C: -0.77944 -2.61040 -2.57762
H: -0.71382 -3.69731 -2.69925
H: -2.57481 0.39049 1.51191
H: 3.17872 4.29014 -1.64713
H: -5.53076 0.26224 -1.16049
H: 1.92989 -2.60644 0.33818
H: -5.75978 -1.20993 -0.51855
H: 2.14895 -3.47401 -3.12100
H: -1.48514 -1.04829 1.21680
H: 3.17959 -2.22012 -2.41258
H: 0.18514 -2.82670 0.49066
H: 2.10728 -0.48661 4.27695
H: -3.50730 -0.28762 -1.02978
H: 1.14447 -4.00804 -0.41811
H: -2.66436 2.18586 -1.58304
H: -0.91473 -2.16232 -3.56655
H: -1.67204 -2.38549 -1.98827
H: 0.99354 4.08985 -0.49717
H: 0.70233 -1.19260 2.40323
H: 2.19264 -1.84986 -3.83109
H: 4.20494 2.28194 -2.67378
H: -3.80309 -0.92788 -2.45501
H: 3.06244 0.10911 -2.60094
H: -0.44727 2.89584 4.92662
H: -1.85578 2.19405 3.05118

Force components x, y, z for each atom (eV/Å):
0.071 0.213 0.136
-0.053 -0.025 0.042
-0.078 -0.073 0.112
-0.021 0.006 0.015
-0.121 0.008 -0.047
-0.007 0.011 -0.101
-0.012 0.115 0.069
-0.019 -0.033 0.000
0.006 -0.014 -0.009
0.086 -0.061 0.037
-0.008 0.009 -0.017
0.006 0.008 -0.013
-0.023 0.015 0.012
0.004 -0.007 -0.006
-0.003 0.010 0.001
-0.028 -0.032 0.067
0.037 -0.012 -0.029
0.006 0.008 0.000
0.046 0.028 -0.074
-0.006 -0.004 0.007
-0.007 -0.013 0.014
0.021 -0.002 -0.015
-0.118 0.041 -0.044
0.035 0.010 0.007
-0.003 0.001 -0.003
-0.002 0.001 -0.016
0.006 -0.003 -0.004
0.061 0.014 0.004
-0.002 -0.001 0.001
0.020 -0.002 0.011
0.007 -0.003 0.000
0.010 -0.007 0.033
-0.001 0.002 0.000
-0.004 0.006 -0.006
0.000 0.000 0.000
0.096 -0.047 -0.139
0.003 0.000 0.006
0.059 -0.042 -0.061
-0.007 -0.002 0.001
0.002 0.002 0.009
-0.004 0.004 0.000
0.004 0.002 0.003
-0.003 -0.001 0.001
0.001 0.004 0.000
-0.049 -0.140 -0.012
-0.005 0.008 0.002
0.000 -0.001 0.001
-0.001 0.000 0.007

Results of the Mulliken charge analysis, in e, for atoms 1 through 6:
1. Zn 0.346
2. Si -0.396
3. O -0.957
4. N -0.666
5. N -0.663
6. N 0.172


The following is a quantum chemistry calculation of C22H25NO2 in the gas phase, from the Open Molecules 2025 dataset.

Net charge: 0
SMILES: OCC1(Cc2ccccc2)CCN(Cc2cc3ccccc3o2)CC1
ΔE to the lowest compared entry with this formula, charge and spin (eV): 0.525
E_tot (hartree): -1058.5516
Spin multiplicity: 1

Element x y z (Å)
O: 3.15751 -1.39231 -1.20459
O: -1.51974 2.76308 0.69171
N: 0.08757 0.66394 -1.47493
C: 0.50411 -4.10761 0.89009
C: -1.13710 6.08386 -0.55693
C: 0.46634 -6.82386 0.23743
C: 0.14760 -0.64265 -2.09285
C: -1.21398 4.69723 -0.44842
C: -1.59999 6.24155 1.81317
C: -1.33212 6.83789 0.57975
C: 0.05464 -1.81429 -1.10092
C: 1.12386 0.78352 -0.46586
C: 2.45465 -2.18039 -0.27736
C: -1.27494 2.47480 -0.61814
C: 1.03737 -0.27920 0.63615
C: -1.24151 1.03569 -1.01116
C: 1.56960 -6.27333 0.86692
C: -1.68238 4.86974 1.94811
C: -1.08271 3.59956 -1.35205
C: -0.62409 -6.02222 -0.05113
C: -0.60561 -4.67811 0.27710
C: 1.58535 -4.92888 1.19163
C: -1.48653 4.11205 0.80513
C: 1.02684 -1.71709 0.08810
C: 0.53242 -2.64496 1.23250
H: -1.27778 7.91499 0.52142
H: 0.21439 -2.75386 -1.63504
H: -1.74584 6.86806 2.68020
H: 2.76898 -1.51645 -2.07637
H: 1.08493 -0.67931 -2.65514
H: -0.96453 -1.83140 -0.70764
H: 1.88523 -0.15343 1.31097
H: 2.42004 -6.89395 1.10894
H: -1.47113 -4.06877 0.06121
H: 0.12675 -0.11159 1.21669
H: -0.66860 -0.72445 -2.81686
H: -0.86938 3.64277 -2.39974
H: -0.47432 -2.32773 1.51535
H: -1.93161 0.87628 -1.84621
H: -1.49546 -6.44569 -0.52938
H: -1.59535 0.44382 -0.15222
H: 1.05813 1.77802 -0.01934
H: 2.40668 -3.22094 -0.62802
H: -0.92989 6.54830 -1.50890
H: 2.08644 0.70325 -0.97504
H: 2.44753 -4.51085 1.69116
H: 0.45286 -7.87313 -0.01773
H: -1.88868 4.40152 2.89740
H: 3.06842 -2.15432 0.62781
H: 1.18467 -2.49133 2.09523

Force components x, y, z for each atom (eV/Å):
0.163 0.323 -0.466
-0.085 -0.268 0.353
-0.093 0.137 -0.137
-0.054 -0.055 0.158
-0.005 -0.120 0.015
0.001 -0.091 -0.027
-0.082 -0.210 -0.023
-0.128 -0.141 0.633
-0.011 0.004 0.053
0.012 0.176 -0.023
0.193 0.226 -0.098
0.197 0.117 0.219
-0.395 -0.361 0.299
0.052 0.331 -0.759
0.030 0.019 -0.350
0.068 -0.054 0.110
0.082 -0.073 0.004
-0.015 -0.346 0.008
-0.095 -0.564 0.266
-0.062 -0.066 -0.064
0.011 0.007 0.015
-0.058 -0.014 0.004
0.147 0.900 -0.499
0.102 -0.021 0.144
0.135 0.083 -0.239
0.007 0.084 -0.010
-0.092 -0.068 -0.004
-0.014 0.034 0.079
0.098 -0.017 0.054
-0.077 -0.041 -0.074
-0.073 -0.085 0.006
0.018 0.000 0.132
0.066 -0.051 0.021
-0.080 0.089 -0.011
-0.017 -0.018 0.105
0.084 -0.006 -0.033
0.066 -0.082 -0.259
0.031 0.085 0.032
-0.002 -0.034 0.136
-0.068 -0.035 -0.031
-0.080 0.025 -0.083
0.066 0.015 -0.022
0.038 0.118 0.089
0.019 0.075 -0.084
-0.067 0.085 0.097
0.094 0.060 0.054
-0.003 -0.083 -0.014
-0.027 -0.037 0.119
-0.074 -0.090 0.030
-0.024 0.039 0.074

Results of the Mulliken charge analysis, in e, for atoms 1 through 6:
1. O -0.549
2. O -0.403
3. N 0.081
4. C 0.469
5. C -0.764
6. C -0.417


The following is a quantum chemistry calculation of a 5-piece molecular cluster, C44H78ClFN5O8S3 overall, from the Open Molecules 2025 dataset.

Net charge: +1
E_tot (hartree): -4353.2373
Spin multiplicity: 1

Element x y z (Å)
Cl: -5.47758 1.21142 -4.39311
S: -4.26341 -2.51158 -1.55353
S: -9.67537 -2.54496 -9.93636
S: -2.51377 -0.71803 -3.11886
F: -7.27754 -0.50974 -9.59616
O: 2.47990 -0.06837 6.20020
O: 11.62473 1.64872 6.06464
O: 11.21401 -0.81370 7.62583
O: 7.92472 4.44768 5.47460
O: 4.21679 2.42967 2.99764
O: 1.35287 2.09720 2.42800
O: 8.43246 4.72199 2.59384
O: 2.17267 -2.51303 7.82587
N: -7.72462 -3.66044 -7.05612
N: -6.70610 -1.92136 -7.90647
N: -6.94654 -3.62452 -4.86745
N: -6.36217 -1.97735 -6.55831
N: -2.75580 -0.57723 -0.42559
C: -1.34091 1.41829 0.03039
C: -0.47724 -1.60752 -0.38455
C: -6.20811 -0.93622 -8.86520
C: -6.72489 -2.05921 -2.89514
C: 7.00409 3.41407 5.18262
C: -10.40977 -1.57779 -7.40006
C: 1.76762 -1.22955 5.80661
C: -1.04948 -2.72092 2.09498
C: -5.07287 -1.46274 -9.75654
C: -3.41974 3.06594 -0.80826
C: 4.50986 2.12943 1.64565
C: -6.14013 -3.19728 -3.71960
C: -6.11212 0.45560 -5.87066
C: -5.84437 -1.61842 -1.69338
C: 7.28757 5.54728 2.50211
C: -3.84481 -0.55200 -9.70724
C: -2.01283 -1.96074 1.43699
C: -10.67169 -2.66334 -8.43817
C: 0.48442 -2.36331 0.27778
C: 3.88715 -0.23910 6.22198
C: 9.18889 4.26116 4.85580
C: -1.19652 2.80331 0.03870
C: 1.88534 2.87224 3.49563
C: -2.22254 3.64082 -0.38059
C: 9.33482 5.11651 3.61838
C: 10.91690 0.50697 5.60972
C: 3.23958 3.44785 3.15199
C: -7.62678 0.50970 -5.93781
C: 10.26021 -0.24000 6.74896
C: -8.11770 -3.34594 -9.45129
C: -3.56674 1.68388 -0.81602
C: -7.00766 -3.07441 -6.07462
C: -7.51772 -2.95217 -8.15112
C: 1.52329 0.70624 2.62888
C: 0.20521 -2.91983 1.52510
C: -5.47754 -0.95507 -6.02311
C: -7.76079 -4.83665 -4.69254
C: -1.72102 -1.39074 0.20115
C: 1.17252 -1.96197 6.98819
C: 11.41026 -0.07096 8.81557
C: -2.52540 0.84396 -0.41721
C: -3.11204 -1.13871 -1.67492
C: 2.41993 -1.75070 8.99427
C: 13.02507 1.44780 6.14606
H: 5.08679 1.20601 1.63311
H: 10.55642 -0.18939 9.49137
H: 4.31128 0.61794 6.74215
H: 6.96987 3.19129 4.11391
H: 4.28920 -0.26477 5.20303
H: 2.54521 0.46643 2.93300
H: -5.72144 1.08033 -6.66813
H: 1.30650 0.19806 1.68857
H: 0.56513 -2.79389 6.61628
H: 11.57954 -0.16082 5.05117
H: 12.29970 -0.46538 9.30353
H: 1.60130 -1.86655 9.71237
H: -5.84025 -0.07656 -8.31685
H: -10.32577 -0.60338 -7.87331
H: 9.58645 0.42738 7.29588
H: -5.00098 -1.27341 -5.10324
H: -7.95321 0.47913 -6.97567
H: 7.25857 2.50112 5.73444
H: -3.17344 -0.82626 -8.89598
H: 0.95246 -0.89374 5.15837
H: 13.47340 1.43738 5.14676
H: -11.69991 -2.59198 -8.78491
H: 6.82914 5.71208 3.48028
H: 10.34751 4.99344 3.22294
H: -0.25122 -1.18452 -1.35294
H: -6.07926 -4.05861 -3.06366
H: 1.95445 2.27016 4.40707
H: -4.11431 0.49417 -9.56523
H: -4.67169 -0.84738 -6.74708
H: -2.98332 -1.81347 1.88570
H: 0.95864 -3.49259 2.04377
H: -7.40285 -3.20953 -10.25837
H: -2.12275 4.71504 -0.37133
H: -3.26717 -0.60532 -10.62469
H: 11.56015 0.99116 8.60817
H: -8.00409 1.40593 -5.45894
H: 9.34430 3.20677 4.60970
H: 2.54995 -0.69063 8.76426
H: -0.52428 0.81065 0.38243
H: 9.19275 6.17156 3.87113
H: 7.54034 6.51496 2.05460
H: -8.80845 -4.62980 -4.89628
H: -4.50511 1.24781 -1.12565
H: 3.33561 -2.13037 9.44353
H: -8.09083 -0.33718 -5.43337
H: 13.26873 0.51543 6.66012
H: 3.56497 4.09193 3.97511
H: -5.65373 -0.55309 -1.73776
H: -4.25887 3.67529 -1.11029
H: 4.17287 -1.15245 6.74865
H: 6.57018 5.04053 1.85730
H: 9.66327 -1.05897 6.33471
H: 9.95489 4.55039 5.58067
H: -5.43143 -1.60784 -10.77073
H: 10.13473 0.85816 4.92794
H: 3.59950 1.98821 1.05728
H: 5.11268 2.92425 1.19287
H: 2.41162 -1.90098 5.22939
H: -5.11417 -3.02438 -4.03606
H: -7.67811 -5.17126 -3.66710
H: -9.51535 -1.80292 -6.82626
H: -10.57109 -3.65156 -7.99225
H: -7.44842 -5.62197 -5.37400
H: -6.98826 -1.18868 -3.49250
H: -1.27503 -3.16248 3.05463
H: 0.82592 0.34903 3.39271
H: -11.23698 -1.54052 -6.69212
H: -6.38432 -1.78159 -0.76590
H: 0.51853 -1.29211 7.55496
H: 1.44537 -2.51362 -0.19106
H: 3.17758 4.06161 2.24775
H: -0.26663 3.21727 0.40079
H: 6.01777 3.74940 5.50034
H: 13.44229 2.28139 6.70831
H: 1.18762 3.69467 3.68123
H: -7.66209 -2.42982 -2.47943
H: -4.78401 -2.42720 -9.34191
H: -8.31096 -4.41154 -9.36744

Force components x, y, z for each atom (eV/Å):
0.066 0.012 0.335
0.254 -0.291 0.392
0.147 0.253 -0.127
-0.218 0.294 -0.069
-0.069 -0.041 -0.055
0.020 -0.053 0.033
0.040 -0.079 0.032
0.037 0.091 -0.004
-0.043 -0.047 -0.087
-0.061 -0.025 -0.080
0.132 -0.051 -0.043
-0.067 0.030 0.062
0.037 0.090 -0.014
-0.030 -0.018 -0.087
-0.324 -0.015 -0.231
-0.371 -0.058 0.315
-0.086 0.038 -0.112
0.549 0.221 -0.821
-0.172 0.145 -0.083
-0.080 -0.067 0.001
0.526 0.189 -0.210
-0.168 -0.007 0.318
-0.019 0.010 0.015
-0.177 -0.186 -0.036
-0.079 0.266 -0.013
0.143 0.058 -0.177
0.097 -0.107 0.595
0.200 -0.415 0.129
0.048 0.003 0.040
0.338 0.130 -0.279
-0.165 -0.067 -0.204
-0.205 -0.111 -0.042
0.022 -0.022 -0.016
0.055 0.191 -0.099
0.379 -0.084 -0.008
-0.053 -0.015 0.319
-0.289 0.019 0.160
-0.007 0.022 -0.035
-0.012 0.150 0.212
-0.140 0.135 0.041
-0.179 0.111 -0.076
-0.239 -0.471 -0.112
0.075 -0.155 -0.176
-0.107 0.225 -0.016
0.172 -0.043 0.168
-0.064 -0.393 0.218
0.036 -0.209 0.016
-0.078 -0.248 0.057
0.146 0.122 0.007
0.356 -0.048 0.048
-0.117 -0.184 0.371
-0.068 0.013 -0.032
-0.261 0.309 -0.274
0.226 0.528 -0.262
-0.368 0.084 -0.112
-0.436 -0.483 0.774
0.083 -0.216 0.034
-0.001 -0.032 0.000
0.085 0.340 0.046
0.097 0.025 0.020
-0.003 -0.031 0.006
-0.016 0.048 -0.007
0.029 0.014 0.024
-0.006 0.044 0.003
-0.018 0.027 -0.025
-0.018 -0.022 0.002
0.019 -0.022 0.008
-0.009 -0.021 0.025
0.081 0.137 0.001
-0.030 0.034 0.002
-0.027 0.029 -0.012
0.010 -0.026 0.012
-0.012 -0.037 -0.003
-0.006 0.043 0.002
-0.067 0.029 0.262
0.086 0.100 0.002
0.004 0.035 -0.003
-0.246 -0.204 0.117
-0.094 0.076 -0.087
-0.004 -0.027 -0.039
-0.001 -0.025 0.105
-0.030 -0.104 -0.019
0.018 -0.041 0.008
-0.045 0.012 -0.189
-0.003 0.010 0.002
0.005 0.030 0.022
-0.022 0.071 -0.065
0.134 -0.194 -0.071
0.014 -0.016 0.006
-0.077 0.080 -0.094
0.255 -0.191 0.105
-0.099 0.094 -0.048
0.035 -0.091 0.039
-0.076 0.185 -0.160
0.129 0.069 0.049
0.024 -0.081 -0.080
-0.007 0.005 0.000
0.027 0.202 -0.135
0.015 -0.007 -0.030
-0.005 0.005 -0.002
0.055 -0.048 0.021
-0.018 0.011 0.014
-0.021 0.021 0.033
-0.064 0.043 -0.028
-0.126 -0.044 -0.034
-0.011 -0.037 -0.003
0.018 -0.056 0.126
0.001 -0.008 -0.002
-0.012 0.021 -0.017
0.180 0.127 -0.118
0.004 0.124 -0.037
-0.004 -0.009 -0.001
0.023 -0.004 -0.026
-0.019 0.025 -0.009
0.025 -0.035 -0.021
-0.158 0.034 -0.063
0.011 -0.041 -0.026
-0.004 0.005 -0.003
-0.026 0.000 -0.035
0.014 -0.024 0.011
0.023 0.195 -0.045
0.128 -0.012 0.087
0.154 0.158 0.010
0.058 -0.122 -0.059
0.132 -0.078 0.004
0.150 0.050 -0.215
-0.053 -0.005 0.066
0.024 -0.063 -0.002
-0.060 0.006 0.055
-0.039 -0.073 0.061
0.002 0.034 -0.004
0.093 -0.026 0.012
-0.023 -0.011 -0.023
0.062 0.012 0.033
0.009 0.008 0.037
-0.018 0.025 -0.021
0.014 -0.005 0.021
-0.159 0.047 -0.077
-0.023 -0.232 -0.280
0.081 -0.116 0.058

Results of the Mulliken charge analysis, in e, for atoms 1 through 6:
1. Cl -0.079
2. S -0.228
3. S -0.068
4. S -0.183
5. F -0.377
6. O -0.357


The following is a quantum chemistry calculation of C4H9N in the gas phase, from the Open Molecules 2025 dataset.

Net charge: 0
SMILES: C=C[C@H](C)N
ΔE to the lowest compared entry with this formula, charge and spin (eV): 0.934
E_tot (hartree): -212.5168
Spin multiplicity: 1

Element x y z (Å)
N: -0.89566 0.72955 1.26579
C: -0.03428 -2.13633 -0.48581
C: 0.43864 -0.95293 -0.01366
C: 0.45733 1.62127 -0.56812
C: -0.34719 0.38934 -0.07752
H: -1.56651 -0.01859 1.56816
H: -1.19130 0.27418 -0.73173
H: 1.02401 1.34884 -1.51358
H: -0.07021 0.51057 1.90081
H: 0.64982 -3.00173 -0.29859
H: -0.23888 2.46918 -0.62863
H: 1.21439 1.94107 0.21146
H: 1.51280 -0.97309 0.38142
H: -0.95295 -2.20135 -1.01000

Force components x, y, z for each atom (eV/Å):
1.078 -1.598 1.216
2.573 1.181 1.515
0.253 -0.410 -0.894
1.050 -0.725 0.476
0.920 -0.213 0.733
0.651 0.862 -0.597
-0.408 -0.280 -0.457
-0.865 0.721 0.956
-1.331 0.743 -0.616
-1.110 0.534 -0.565
0.294 -0.287 -0.513
-0.655 -0.556 -0.787
-1.690 0.367 -0.205
-0.760 -0.340 -0.264

Results of the Mulliken charge analysis, in e, for atoms 1 through 6:
1. N -0.732
2. C -0.760
3. C -0.173
4. C -1.202
5. C 0.244
6. H 0.299


Number 1: molar mass 393.9 g mol⁻¹, F_max 0.262 eV Å⁻¹. Number 2: molar mass 335.4 g mol⁻¹, F_max 1.039 eV Å⁻¹. Number 3: molar mass 955.8 g mol⁻¹, F_max 1.012 eV Å⁻¹. Number 4: molar mass 71.1 g mol⁻¹, F_max 3.211 eV Å⁻¹.